(1)
The following is a DFT calculation (wB97M-V/def2-TZVPD) of a 2-piece molecular cluster, C5H14N2O overall at a distorted geometry.

## Properties
E_tot	-383.605304	Eh
total charge	0
HOMO energy	-8.97	eV
frontier orbital gap	9.86	eV
max |F|	0.0396	hartree/bohr
ΔE to the lowest compared entry with this formula, charge and spin	59.9	kcal/mol
SMILES string	NC(N)CO.C=CC
LUMO level	0.89	eV

Last column: Löwdin charge in e.
CARTESIAN COORDINATES (ANGSTROEM)
C 1.062 -1.377 0.970  -0.2653
C 0.550 -2.158 0.007  -0.0358
C 2.382 -0.677 0.861  -0.1098
H 0.627 -1.391 1.963  0.1022
H -0.159 0.267 0.504  0.1012
H 3.110 -1.115 1.551  0.0773
H 1.107 -2.361 -0.896  0.0680
H -0.620 -0.849 -1.304  0.1036
H -0.266 -2.831 0.218  0.0685
H 2.289 0.375 1.125  0.0598
H 2.784 -0.748 -0.149  0.0749
C -0.739 0.969 -0.186  -0.4789
N -1.808 1.599 0.584  0.0453
N 0.127 1.969 -0.781  0.0531
C -1.337 0.065 -1.253  -0.2605
O -2.580 -0.467 -0.906  -0.0759
H -3.010 0.206 -0.357  0.0632
H -1.728 1.415 1.568  0.0702
H -1.811 2.606 0.418  0.0826
H 0.837 2.282 -0.125  0.0699
H 0.597 1.619 -1.606  0.0703
H -1.413 0.602 -2.206  0.1163

Atomic forces in eV per Å
C 0.407 -1.261 -0.479
C 0.917 -0.348 1.253
C -0.123 0.088 -0.048
H -0.325 0.182 -0.062
H -0.923 1.100 -0.652
H -0.104 0.022 -0.044
H -0.047 0.294 -0.283
H -1.090 1.627 -0.560
H -0.397 0.222 -0.107
H 0.069 0.186 0.026
H 0.025 0.019 -0.047
C 0.457 -0.725 1.168
N -0.037 0.492 -0.176
N 0.092 0.118 -0.004
C 1.244 -1.528 -0.326
O -0.321 -0.134 0.245
H 0.018 0.103 0.084
H 0.039 0.082 0.193
H -0.030 -0.360 0.053
H -0.098 -0.067 -0.125
H -0.012 -0.035 -0.016
H 0.239 -0.078 -0.094

(2)
The following is a DFT calculation (wB97M-V/def2-TZVPD) of a 2-piece molecular cluster, C5H14N2O overall at a distorted geometry.

## Properties
E_tot	-383.592954	Eh
total charge	0
HOMO energy	-7.94	eV
frontier orbital gap	8.56	eV
max |F|	0.0730	hartree/bohr
ΔE to the lowest compared entry with this formula, charge and spin	67.6	kcal/mol
SMILES string	C=C(N)C[C@@H](C)N.O
LUMO level	0.62	eV

Last column: Löwdin charge in e.
CARTESIAN COORDINATES (ANGSTROEM)
C -1.359 -0.184 1.184  -0.0864
C -0.092 0.534 0.807  -0.4162
C 0.485 -0.195 -0.446  -0.1389
C -0.142 0.502 -1.627  -0.4717
C -0.835 -0.107 -2.585  0.0082
N 0.080 1.869 -1.755  0.0791
N 1.130 0.666 1.797  0.0230
H -1.142 -1.016 1.836  0.0539
H -2.049 0.550 1.759  0.1057
H -2.052 -0.266 0.357  0.0753
H -0.321 1.596 0.635  0.1124
H 1.610 -0.012 -0.630  0.1479
H 0.201 -1.320 -0.527  0.1277
H -1.400 0.196 -3.460  0.0482
H -1.003 -1.193 -2.436  0.0504
H -0.582 2.482 -2.189  0.0918
H 0.807 2.271 -1.205  0.0829
H 1.544 -0.263 1.733  0.0177
H 0.662 0.635 2.736  0.0715
H -0.049 -2.422 1.205  0.0136
H 1.007 -3.304 1.924  0.0573
O 0.738 -2.391 1.751  -0.0533

Atomic forces in eV per Å
C -1.532 2.654 2.171
C 2.748 0.176 0.133
C 0.251 0.455 -1.375
C -0.421 0.816 -1.792
C -1.043 -2.926 0.388
N 0.550 -0.174 0.544
N -3.001 -1.059 0.286
H -0.526 -0.476 -0.202
H 1.314 -1.075 -0.048
H 0.399 -1.065 -0.689
H -0.001 -0.574 -0.540
H -1.452 -0.590 0.886
H 0.780 2.069 0.334
H 0.540 0.952 0.154
H 0.134 0.602 0.040
H 0.000 -0.112 -0.102
H 0.034 0.388 0.242
H 0.220 0.061 0.232
H 0.826 0.268 -0.770
H -0.056 -0.265 -0.083
H -0.175 0.216 -0.130
O 0.411 -0.341 0.320

(3)
The following is a DFT calculation (wB97M-V/def2-TZVPD) of a 2-piece molecular cluster, C5H14N2O overall at a distorted geometry.

## Properties
E_tot	-383.539030	Eh
total charge	0
HOMO energy	-8.67	eV
frontier orbital gap	9.30	eV
max |F|	0.0993	hartree/bohr
ΔE to the lowest compared entry with this formula, charge and spin	101.5	kcal/mol
SMILES string	C=NCC[C@@H](C)N.O
LUMO level	0.63	eV

Last column: Löwdin charge in e.
CARTESIAN COORDINATES (ANGSTROEM)
C -1.565 -0.538 0.209  -0.1199
C -0.491 -0.364 -0.847  -0.4698
C 0.702 0.181 -0.010  -0.1877
C 1.626 -0.947 0.531  -0.2815
C 0.226 -2.375 1.496  -0.1122
N 1.166 -2.319 0.653  -0.0461
N -0.883 0.611 -1.891  -0.0173
H -1.420 -0.124 1.214  0.0603
H -1.838 -1.652 0.267  0.0930
H -2.432 0.004 -0.183  0.0665
H -0.189 -1.302 -1.309  0.1274
H 1.401 0.839 -0.683  0.1307
H 0.397 0.783 0.884  0.1039
H 2.483 -1.230 -0.238  0.1316
H 2.166 -0.605 1.391  0.0918
H -0.097 -1.430 2.057  0.0949
H -0.001 -3.463 1.902  0.1101
H -0.744 1.695 -1.513  0.1375
H -1.709 0.204 -2.341  0.0628
H 1.031 4.039 -0.970  0.0156
H -0.204 4.334 -0.180  0.0138
O 0.373 3.659 -0.440  -0.0055

Atomic forces in eV per Å
C -2.414 -1.923 -0.541
C 1.208 2.209 1.368
C 2.004 0.516 -1.060
C 3.099 -0.623 -4.007
C 0.487 -2.033 2.255
N -1.676 0.394 1.326
N 1.664 1.627 1.393
H 0.343 -0.245 -0.378
H 0.062 1.596 0.294
H -0.243 -0.340 0.188
H -0.178 -0.007 -0.083
H -1.341 -0.997 1.291
H -0.073 -0.204 -1.146
H -1.309 1.740 1.095
H 0.078 -0.031 0.810
H 0.064 -1.688 -0.545
H -0.386 2.364 -0.896
H -1.402 -3.877 -1.543
H 0.080 1.584 0.218
H 1.440 0.912 -1.187
H -1.215 1.553 0.529
O -0.291 -2.528 0.618

(4)
The following is a DFT calculation (wB97M-V/def2-TZVPD) of one molecule with the formula C5H14N2O at a distorted geometry.

## Properties
E_tot	-383.627452	Eh
total charge	0
HOMO energy	-9.39	eV
frontier orbital gap	10.32	eV
max |F|	0.0367	hartree/bohr
ΔE to the lowest compared entry with this formula, charge and spin	46.0	kcal/mol
SMILES string	CO[C@H](C)CC(N)N
LUMO level	0.93	eV

Last column: Löwdin charge in e.
CARTESIAN COORDINATES (ANGSTROEM)
C -0.688 -0.121 -0.627  -0.3640
C 1.661 0.783 0.103  -0.4921
C 0.078 0.899 0.191  -0.1088
C -2.759 0.341 0.677  -0.1275
C -0.531 -1.585 -0.248  -0.0496
N 2.225 0.469 -1.175  0.0339
N 2.225 -0.181 0.999  0.0345
O -2.136 0.276 -0.593  -0.1898
H -0.425 -0.011 -1.684  0.1348
H 2.028 1.770 0.407  0.1328
H 1.965 -0.469 -1.464  0.0646
H 1.851 1.098 -1.882  0.0779
H 2.018 -1.125 0.697  0.0511
H 3.238 -0.092 0.926  0.0787
H -0.191 1.904 -0.156  0.1214
H -0.201 0.839 1.250  0.1120
H -2.445 1.238 1.223  0.0785
H -3.843 0.415 0.535  0.0885
H -2.562 -0.547 1.285  0.0825
H -0.580 -1.733 0.834  0.0813
H 0.417 -1.994 -0.608  0.0684
H -1.342 -2.174 -0.690  0.0910

Atomic forces in eV per Å
C -1.729 0.639 0.187
C -0.923 0.085 0.461
C 1.357 -0.288 0.138
C 0.259 0.089 -0.018
C -0.244 -0.067 0.317
N -0.239 0.762 -1.710
N 0.227 -0.307 1.374
O 1.047 -0.577 -0.429
H -0.237 0.075 0.105
H 0.065 -0.107 -0.055
H 0.002 0.019 0.054
H 0.185 -0.058 -0.180
H -0.150 -0.022 0.034
H -0.234 -0.068 0.113
H -0.046 -0.212 -0.066
H 0.130 -0.053 -0.159
H 0.013 -0.115 0.102
H 0.231 -0.067 -0.230
H 0.027 0.035 0.037
H 0.113 0.025 -0.035
H -0.036 0.051 0.029
H 0.183 0.161 -0.068

(5)
The following is a DFT calculation (wB97M-V/def2-TZVPD) of C5H14N2O as an isolated structure at a distorted geometry.

## Properties
E_tot	-383.561458	Eh
total charge	0
HOMO energy	-8.43	eV
frontier orbital gap	9.24	eV
max |F|	0.0774	hartree/bohr
ΔE to the lowest compared entry with this formula, charge and spin	87.4	kcal/mol
LUMO level	0.81	eV

Last column: Löwdin charge in e.
CARTESIAN COORDINATES (ANGSTROEM)
C -0.001 0.543 -0.585  -0.4969
C 0.209 -0.526 0.450  -0.4340
C -1.865 1.038 -0.305  0.0193
C 0.620 -1.904 -0.058  -0.0420
C 1.041 -0.106 1.654  -0.0481
N 0.067 0.222 -1.980  0.0505
N 0.693 1.780 -0.410  0.0652
O -1.295 -0.770 0.988  -0.1537
H -1.532 -0.665 1.935  0.0911
H 0.476 2.394 -1.188  0.0854
H 0.996 -0.067 -2.275  0.0804
H -0.577 -0.530 -2.205  0.0796
H 1.699 1.656 -0.374  0.0780
H -2.795 0.484 -0.200  0.0400
H -1.978 1.496 -1.287  0.0306
H -1.685 1.750 0.497  0.0432
H 1.635 -1.879 -0.470  0.0882
H -0.057 -2.270 -0.832  0.0782
H 0.592 -2.641 0.749  0.0868
H 2.092 0.041 1.380  0.0868
H 1.001 -0.869 2.435  0.0853
H 0.662 0.824 2.082  0.0863

Atomic forces in eV per Å
C -3.765 1.187 -0.501
C -2.255 -1.095 2.517
C 2.618 0.944 -1.863
C -0.082 0.120 -0.087
C -0.079 0.136 0.080
N -0.399 -0.952 -0.496
N 0.230 0.222 0.882
O 1.802 -0.994 0.062
H 1.240 0.008 -0.602
H 0.015 -0.189 0.074
H 0.017 0.049 0.088
H 0.078 0.037 -0.126
H 0.007 0.022 0.036
H 0.715 -0.761 0.388
H 0.161 0.808 0.028
H -0.327 0.082 -0.160
H -0.078 0.038 0.007
H 0.036 0.137 0.020
H 0.052 0.268 0.004
H -0.109 0.003 0.005
H 0.036 -0.052 -0.196
H 0.087 -0.017 -0.160

(6)
The following is a DFT calculation (wB97M-V/def2-TZVPD) of one molecule with the formula C5H14N2O at a distorted geometry.

## Properties
E_tot	-383.643838	Eh
total charge	0
HOMO energy	-8.94	eV
frontier orbital gap	9.80	eV
max |F|	0.0367	hartree/bohr
ΔE to the lowest compared entry with this formula, charge and spin	35.7	kcal/mol
SMILES string	C[C@H](O)[C@@H](N)CCN
LUMO level	0.85	eV

Last column: Löwdin charge in e.
CARTESIAN COORDINATES (ANGSTROEM)
C 0.935 1.436 0.648  -0.3955
C 0.511 0.041 -0.063  -0.3573
C -0.989 -0.143 0.069  -0.1493
C -1.603 -1.542 -0.429  -0.2485
C 0.268 2.675 0.081  -0.0580
N 1.305 -1.022 0.555  0.0253
N -0.652 -2.555 -0.867  -0.0407
O 2.349 1.572 0.484  -0.0711
H 2.697 0.664 0.596  0.0737
H 0.738 1.380 1.726  0.1346
H 0.797 0.107 -1.119  0.1450
H 1.140 -1.879 0.009  0.0527
H 0.928 -1.245 1.479  0.0871
H -1.131 -3.453 -0.941  0.0763
H -0.301 -2.335 -1.800  0.0811
H -1.502 0.636 -0.506  0.0988
H -1.296 -0.034 1.115  0.1092
H -2.194 -1.959 0.394  0.1020
H -2.312 -1.350 -1.243  0.0938
H 0.727 3.582 0.491  0.0824
H 0.383 2.721 -1.007  0.0855
H -0.797 2.704 0.328  0.0728

Atomic forces in eV per Å
C 0.531 -1.127 -1.049
C 0.021 1.405 1.256
C -0.970 -1.261 -0.612
C -0.139 1.011 0.184
C -0.016 0.035 -0.094
N 0.057 -0.348 -0.159
N 0.249 -0.483 -0.324
O -0.166 -0.376 0.011
H -0.147 0.396 -0.048
H -0.305 -0.286 0.005
H 0.073 0.105 0.120
H 0.172 0.476 0.442
H 0.103 0.207 -0.187
H 0.241 0.300 -0.020
H -0.151 -0.095 0.260
H 0.078 -0.020 0.186
H 0.202 0.137 -0.046
H 0.199 0.017 -0.136
H -0.104 0.268 0.156
H -0.010 -0.253 0.017
H -0.024 -0.072 0.086
H 0.107 -0.038 -0.049

Question: The highest HOMO energy belongs to which entry?
Answer: number 2